Below is a molecular structure, C12H21Br2MgN3 in a non-equilibrium geometry, with properties calculated with wB97M-V/def2-TZVPD.

Structure (ORCA input):
```
! RIJCOSX wB97M-V def2-TZVPD def2/J DEFGRID3
* xyz 0 1
Br -2.68220 -2.23904 1.81221
Br -1.29501 -3.20790 -2.08957
Mg -1.29706 -2.05040 -0.09574
N 0.51278 -3.14544 0.80734
N -0.09418 -0.33903 -0.22016
N -2.88145 -0.23070 -1.20683
C 1.64636 1.55672 -0.83028
C -3.45441 3.38489 -0.16786
C 0.93057 2.97546 -0.98054
C 2.88615 -4.31231 0.69995
C -3.83879 3.05720 -1.63193
C 3.37824 -4.07240 3.20734
C 3.39333 -5.00361 1.96409
C 0.10462 3.48584 0.22345
C -2.90512 0.80864 -1.74794
C -2.94001 2.11073 -2.39176
C 0.68304 0.51764 -0.51410
C 1.55763 -3.65183 0.74991
H 1.78849 3.62557 -1.15211
H 0.84268 3.78373 0.96818
H 3.75894 -4.59503 4.08486
H 4.36212 -5.47778 1.80689
H 2.45931 1.62185 -0.10711
H 2.39320 -3.76116 3.55509
H 3.59698 -3.56998 0.33696
H -0.53813 2.71757 0.65327
H -2.52937 3.95337 -0.07183
H -4.21125 3.95927 0.36635
H 3.93047 -3.14561 3.05176
H -3.96033 3.95799 -2.23351
H -3.41340 1.94704 -3.35985
H 2.84563 -5.91851 2.19013
H -0.39874 4.40144 -0.08702
H 2.87374 -5.03598 -0.11506
H 0.43469 2.97775 -1.95120
H -1.93537 2.51725 -2.50814
H 2.06839 1.31510 -1.80578
H -3.26454 2.52086 0.46894
H -4.80813 2.56092 -1.67847
*
```

Total energy in eV: -162788.5697
Orbital gap in eV: 8.2
Lowest unoccupied orbital energy in eV: 0.07


Below is a molecular structure, C29H24Br2Cl2F6FeN3O4 in a non-equilibrium geometry, with properties calculated with wB97M-V/def2-TZVPD.

Structure (ORCA input):
```
! RIJCOSX wB97M-V def2-TZVPD def2/J DEFGRID3
* xyz 0 6
Br 1.31784 2.03127 -7.25443
Br -0.72143 0.60041 3.07530
Fe 0.15245 0.10992 0.01318
Cl 3.39111 -0.50565 -1.38591
Cl 5.50889 -1.64607 0.31217
F 1.24300 -3.19123 2.82226
F -0.89516 -2.93873 2.89401
F 1.22868 -2.99445 -1.33733
F -0.05541 -4.80775 2.20862
F 1.06765 -4.85649 -0.25693
F 2.41636 -3.31385 0.43547
O -0.38165 2.25386 0.12346
O 0.27692 -1.55461 0.85047
O -0.64594 -0.88562 -1.84426
O 0.71045 0.82122 -1.93066
N 1.21174 3.73379 0.63555
N 2.03234 0.73151 1.22069
N -0.31719 -1.50595 -5.95673
C 0.11146 -0.20462 -3.99642
C -4.34565 0.33169 -0.96001
C -5.25990 -0.27407 2.58211
C -0.07841 3.34784 0.59234
C 5.07806 -0.41007 -0.88028
C -2.54609 0.17240 2.84925
C 3.84822 2.15030 1.84922
C 3.57317 0.04478 2.91799
C -4.68654 -0.29232 3.81716
C 0.06885 -2.89932 0.72955
C -4.48468 -0.03403 1.41948
C 0.64487 0.66807 -6.13087
C 1.20781 -3.52793 -0.10672
C 2.73064 1.86840 1.07974
C 0.09946 -3.47446 2.16955
C -5.09307 0.05880 0.14616
C -1.11638 4.29847 1.11154
C -0.34482 -1.35029 -4.63647
C 0.62281 0.83316 -4.76104
C 2.23077 2.86040 0.06107
C 0.16889 -0.50966 -6.68939
C -3.07506 0.14737 1.53378
C 2.45910 -0.16014 2.12208
C -2.33254 0.32512 0.34582
C -1.27945 -3.27055 0.10745
C -2.93961 0.46677 -0.86110
C 0.04990 -0.09174 -2.51126
C 4.28121 1.22351 2.78545
C -3.30513 -0.04189 3.95870
H 0.18298 -0.64960 -7.76386
H 5.70523 -0.55034 -1.75236
H -2.07490 -2.91230 0.75903
H 1.87344 -1.06426 2.18740
H -1.36570 -2.77227 -0.85353
H 5.24234 0.56119 -0.42674
H -6.32470 -0.43712 2.46691
H 1.46552 4.59962 1.07856
H -6.16630 -0.06851 0.07327
H 3.87098 -0.72081 3.62004
H -0.74215 -2.16806 -4.04802
H -2.85172 -0.01005 4.93947
H 3.04904 3.46475 -0.32789
H -2.08841 3.98260 0.74373
H 0.98401 1.73378 -4.28440
H -1.12739 4.25163 2.20224
H 4.37682 3.08372 1.70326
H 1.77216 2.32881 -0.77042
H -4.81857 0.43092 -1.92957
H -0.91326 5.32413 0.80581
H -1.37754 -4.34714 -0.02278
H 5.15802 1.41783 3.38931
H -5.28464 -0.47624 4.69975
H -2.37383 0.66009 -1.75900
*
```

Total energy in eV: -258947.3480
Orbital gap (alpha / beta) in eV: 8.1 / 7.2
⟨S²⟩: 8.772
Lowest unoccupied orbital energy (alpha / beta) in eV: 0.05 / -0.66


Below is 11 unconnected molecules or ions with the total composition C25H72N8O11 in a non-equilibrium geometry, with properties calculated with wB97M-V/def2-TZVPD.

Structure (ORCA input):
```
! RIJCOSX wB97M-V def2-TZVPD def2/J DEFGRID3
* xyz 0 1
O -0.42747 33.31728 10.63054
O -5.65064 35.10575 8.31433
O -1.06738 34.25915 6.47632
O 3.92776 32.38267 11.78708
O -3.43387 32.58707 14.24330
O 0.67809 29.58317 12.48013
O -4.39490 30.65737 12.52470
O -0.21817 30.75010 9.59342
O 1.33431 35.16136 6.08280
O 0.91089 34.55324 15.48203
O -2.95300 30.83110 9.05116
N -5.38118 30.65200 10.37114
N -6.69692 30.25527 12.09814
N -1.17953 33.47557 15.25193
N 0.08380 33.77168 13.40625
N -5.89332 33.17846 9.65046
N -2.46768 33.28899 4.93027
N -4.29091 33.14730 8.16877
N -3.25640 34.79723 6.26313
C 0.01414 29.62837 14.70381
C 3.98110 33.49416 11.19996
C 5.40315 34.00720 11.29519
C -4.41074 33.20932 14.64571
C -5.28727 33.84342 8.68772
C -1.54737 35.04649 9.91800
C -0.06635 33.90589 14.71525
C 1.83888 35.93371 6.92449
C -5.46809 30.59900 11.69876
C -0.33319 29.43894 13.22711
C 3.10288 34.61018 11.79059
C 2.85086 36.79487 6.21011
C 0.78373 32.12082 7.88992
C -1.30010 30.58281 12.89088
C -1.60313 33.59245 10.25195
C -2.32289 30.87061 6.95236
C 2.20990 35.28969 8.19925
C -4.31223 29.53515 7.77658
C -2.73658 33.33721 11.22024
C 1.88969 31.21262 9.96646
C 0.81458 31.00177 8.92140
C -2.24674 34.14319 5.86912
C -5.42152 33.81312 13.65634
C -2.95136 30.05761 8.08795
C -5.07379 32.16348 15.49438
H -6.83776 33.53450 9.94940
H 1.14700 36.65862 7.32348
H 0.54772 29.07535 11.72128
H 2.88683 31.28068 9.52734
H -6.24492 30.64458 9.76315
H -2.10460 33.20708 14.78785
H 2.32380 37.40959 5.46089
H -3.68012 31.74630 13.88301
H -7.57059 30.38327 11.51028
H -2.96108 30.96098 6.01903
H -5.95976 32.49447 16.07024
H 1.66209 32.07779 10.54130
H -3.78419 32.32188 8.48618
H -2.26877 29.20209 8.33044
H -2.88439 32.27355 11.42664
H -3.91425 33.64824 7.29795
H 2.70157 34.31640 8.03989
H -6.82659 30.13508 13.08213
H 3.61733 36.19785 5.74273
H -4.28039 29.11097 6.74241
H -1.41411 30.45820 6.61464
H -5.60412 33.19460 12.79810
H -2.00523 31.84858 7.24194
H -5.44406 31.36094 14.85006
H -4.43770 30.69242 9.92119
H -2.12254 30.50954 13.61552
H -0.15577 29.83591 9.97777
H 2.86068 35.88635 8.88828
H -0.75538 28.52141 12.97434
H 3.03344 32.24199 12.12466
H -3.42193 33.05608 4.64779
H -0.63303 33.50771 12.67022
H -5.62287 32.20091 10.01969
H -4.00556 34.94737 5.61541
H 0.48047 33.05907 8.26925
H 2.12365 30.38178 10.59669
H -6.37507 34.04949 14.08519
H -1.34965 33.76834 16.21962
H 0.54317 34.77759 6.49347
H -5.04589 34.79060 13.30114
H -1.65672 30.43041 11.85476
H -3.66003 33.79114 10.90257
H -4.44972 31.70256 16.24361
H -5.04352 30.38677 7.81032
H -1.73928 33.09968 9.23934
H 3.64820 33.41994 10.11053
H -1.99309 30.91714 9.43451
H -4.64042 28.85765 8.45500
H 3.41741 37.45333 6.89024
H -0.78275 29.28155 15.37936
H 5.61762 34.45690 12.26030
H -1.66737 32.66635 4.79776
H -0.82029 35.28096 9.11665
H 1.76109 32.25651 7.48652
H 2.14559 34.53666 11.19123
H -3.14820 35.41508 7.12292
H -1.42222 35.67939 10.71993
H 1.36659 35.04755 8.82203
H -2.52669 33.72905 12.17437
H 3.47392 35.65877 11.66401
H -4.03989 34.02743 15.25404
H -0.85891 31.53829 13.03921
H 0.84202 29.00464 15.06557
H 5.63791 34.71326 10.54775
H 6.08767 33.16768 11.16917
H -0.16103 32.50807 10.16090
H 2.87777 34.42148 12.83339
H 1.08380 30.01063 8.46740
H -2.45662 35.33690 9.42901
H 0.20076 30.64358 14.99542
H 0.86881 34.27465 13.07733
H 0.14933 32.00910 7.02829
*
```

SMILES: NC(N)=O.NC(N)=O.NC(N)=O.NC(N)=O.CC(C)O.CC(C)O.CC(C)O.CC(C)O.CC(C)O.CC(C)O.CC(C)O
Total energy in eV: -61528.4530
Orbital gap in eV: 7.7
Lowest unoccupied orbital energy in eV: -0.47


Below is C4H8N2O3 in the gas phase in a non-equilibrium geometry, with properties calculated with wB97M-V/def2-TZVPD.

Structure (ORCA input):
```
! RIJCOSX wB97M-V def2-TZVPD def2/J DEFGRID3
* xyz 0 1
O -2.77611 1.07410 0.56261
O 2.45538 -0.98725 -0.74315
O 1.68286 0.22777 0.93724
N 0.22702 -1.50697 -1.73619
N -0.69947 1.77027 1.20196
C -1.02842 -0.47416 0.27907
C 1.50518 -0.32278 -0.11878
C -1.59100 0.88810 0.66873
C 0.16175 -0.40431 -0.76432
H 0.05778 0.51039 -1.35058
H -0.45994 -1.38207 -2.42873
H 0.01649 -2.36596 -1.24121
H 0.20981 1.49824 1.48924
H -0.79976 -1.06762 1.17485
H -1.04395 2.67441 1.32805
H -1.91410 -0.90675 -0.19082
H 2.05860 -1.44191 -1.48305
*
```

SMILES: NC(=O)C[C@H](N)C(=O)O
Total energy in eV: -13401.4157
Orbital gap in eV: 10.3
Lowest unoccupied orbital energy in eV: 0.54


Below is 9 unconnected molecules or ions with the total composition C33H56F2N2O25S5 in a non-equilibrium geometry, with properties calculated with wB97M-V/def2-TZVPD.

Structure (ORCA input):
```
! RIJCOSX wB97M-V def2-TZVPD def2/J DEFGRID3
* xyz 0 1
S 3.71312 5.18043 -4.07459
S -1.67117 -3.35219 4.30768
S -2.96626 -7.33907 1.67609
S -1.07732 -1.10613 -4.28101
S 4.54586 1.31068 -1.37881
F -0.16480 8.08747 2.54264
F 5.75354 -2.85335 -1.19699
O -1.89627 -2.28112 3.38835
O 4.96497 5.04965 -3.42559
O 3.98180 0.73748 -0.21044
O 0.88188 3.70167 -0.27149
O 1.24419 6.64687 3.53395
O 3.50535 6.74675 -4.26836
O -0.19429 5.04110 4.08064
O -4.30747 -6.84609 1.62628
O -2.09505 -1.97197 -5.12595
O -0.61726 -4.27796 4.11480
O 1.61195 -3.72585 0.14467
O 3.52778 -3.51511 1.31573
O 5.55072 0.18772 -1.84975
O -3.00422 -4.20647 4.41764
O -0.75633 0.04497 -5.05033
O 3.53064 -3.10276 -0.87990
O 3.70170 1.65953 -2.48094
O -0.03833 -1.95139 -3.79720
O -0.43845 3.30720 1.38276
O 1.76826 5.18585 5.17063
O -2.01288 -6.41958 0.81088
O -3.19091 2.94070 5.76237
O 3.44916 4.53601 -5.31934
O -2.68300 -8.65658 1.22766
O -3.21982 0.78814 5.70607
N 0.17361 2.95858 0.39090
N -3.35245 1.88474 5.19331
C -4.58139 1.95523 1.16269
C -2.27162 -5.00236 0.77791
C -2.17509 -4.22433 -5.98442
C 6.01487 -0.85277 -3.96805
C -0.83099 -0.61201 0.36282
C -0.89702 5.91127 3.20365
C 4.71884 -2.54933 -0.36105
C -4.17333 3.12477 3.22866
C 5.64873 2.63699 -0.99488
C 4.89648 -3.33967 0.92887
C -4.26361 -3.50533 4.43892
C 0.88220 1.08519 -1.02840
C -2.15903 -0.62344 -2.96304
C -0.78926 0.73853 0.68107
C -4.58513 3.13274 1.90401
C 0.06989 -1.11633 -0.56454
C -2.29847 -3.36248 -4.76095
C -3.73616 1.93042 3.77633
C -4.09026 0.77756 1.71690
C 2.76600 -3.48444 0.18685
C 1.02166 5.58216 4.34395
C 0.93167 -0.28189 -1.27534
C 2.38944 4.82271 -2.95226
C 0.19093 6.77842 2.59916
C -1.57119 -2.68292 5.92944
C -2.28955 -7.10550 3.31171
C -3.79988 0.74294 3.07266
C -1.81250 -4.44728 -0.56084
C 2.46347 7.14020 -5.17084
C 0.02856 1.57862 -0.06066
C -5.35160 -4.51208 4.70503
C 6.28425 0.33113 -3.07528
C 2.35009 8.65552 -5.14311
H 1.30939 8.92026 -5.34106
H -2.43012 -4.85131 -1.36071
H 2.93739 9.13031 -5.92600
H -2.03699 -8.10949 3.64706
H 0.12685 -2.17357 -0.79619
H -4.14159 4.02430 3.82648
H -5.61289 -5.13617 3.85019
H -1.88397 -3.36797 -0.41387
H 4.67733 -1.47027 -0.25892
H -4.27175 -2.76613 5.24332
H -1.49949 -1.28554 0.88382
H -4.41899 -2.98366 3.49531
H 5.39971 -4.27776 0.69919
H 2.63436 9.03281 -4.16458
H -4.92803 4.04220 1.42988
H 6.00065 3.05437 -1.93546
H -3.07473 -0.27833 -3.43157
H 5.99886 1.25341 -3.59145
H -1.57307 -3.64875 -4.00063
H 5.12659 3.34973 -0.36597
H 1.73366 4.06741 -3.37660
H 1.66315 -0.67141 -1.96668
H 6.48364 2.15641 -0.48893
H -1.65522 0.14647 -2.38129
H -2.30375 -1.89700 6.07081
H -1.68840 -4.51438 1.56548
H 2.60605 6.74537 -6.17761
H 2.75482 4.42814 -2.00657
H 0.52682 6.44091 1.61771
H 7.34963 0.40718 -2.85124
H -1.42316 -6.45802 3.27403
H -2.32051 -1.47379 -2.30283
H 1.60498 1.72074 -1.51627
H -1.61976 -3.52393 6.61667
H -1.51571 5.35139 2.50926
H -1.42367 1.14649 1.45363
H -3.51671 -0.17816 3.56507
H -5.14711 -5.09691 5.59821
H 5.40238 -2.77564 1.70512
H -4.03566 -0.14731 1.15808
H 6.62277 -0.85798 -4.87094
H -2.45410 -5.24239 -5.71001
H -3.32694 -4.81700 0.97969
H -0.77410 -4.72449 -0.73328
H -3.09670 -6.72974 3.93247
H -1.13043 -4.24014 -6.30136
H 4.95741 -0.95636 -4.20282
H -2.76615 -3.86495 -6.82265
H -5.00454 1.94874 0.16605
H -0.56442 -2.27411 6.02428
H 1.51868 6.66741 -4.86986
H -6.27987 -3.95167 4.87116
H 6.31264 -1.75342 -3.42443
H 1.84573 5.73279 -2.71377
H -3.29297 -3.42513 -4.31095
H -1.58123 6.54394 3.78224
*
```

SMILES: O=[N+]([O-])c1ccccc1.O=[N+]([O-])c1ccccc1.O=C1OC[C@@H](F)O1.O=C1OC[C@@H](F)O1.CCOS(C)(=O)=O.CCOS(C)(=O)=O.CCOS(C)(=O)=O.CCOS(C)(=O)=O.CCOS(C)(=O)=O
Total energy in eV: -148901.1892
Orbital gap in eV: 9.1
Lowest unoccupied orbital energy in eV: -0.73


Below is 2 unconnected molecules or ions with the total composition C6H6BrN2O in a non-equilibrium geometry, with properties calculated with wB97M-V/def2-TZVPD.

Structure (ORCA input):
```
! RIJCOSX wB97M-V def2-TZVPD def2/J DEFGRID3
* xyz 1 1
Br 0.78670 3.38844 2.18470
O 1.88127 -0.31406 2.38419
N 1.37118 0.71696 2.01047
N 1.52323 1.78430 2.71665
C -0.14397 -0.06490 -0.01231
C -0.30197 -1.89876 -1.29057
C 0.26599 -1.31927 -0.13703
C -1.14453 -1.16009 -2.10225
C -0.92176 0.78631 -0.67473
C -1.45995 0.15400 -1.81516
H -2.11233 0.73968 -2.44543
H 2.07047 1.77180 3.59139
H 0.93769 -1.84597 0.52190
H -0.05258 -2.92460 -1.51554
H -1.55951 -1.62415 -2.98522
H -1.13993 1.81033 -0.43107
*
```

Total energy in eV: -81376.3011
Orbital gap in eV: 7.8
Lowest unoccupied orbital energy in eV: -6.33